{
  "formula": "C4H10N2O",
  "method": "ωB97M-V with the def2-TZVPD basis set",
  "symbols": ["N", "N", "O", "H", "H", "H", "H", "C", "C", "H", "C", "H", "H", "H", "C", "H", "H"],
  "xyz": [[-0.3718, -1.6006, -0.1722], [1.0215, -1.3369, 0.6796], [-2.5452, -0.9423, -0.2945], [-0.6543, -2.5425, 0.0687], [1.2491, -0.6794, 2.6257], [0.2520, 2.2204, -1.7192], [1.6900, -1.0957, -0.0546], [0.9636, -0.3071, 1.6411], [0.2870, 1.1795, -1.3928], [1.5082, 0.6174, 1.4316], [-1.3584, -0.7328, -0.2945], [0.2019, 0.5552, -2.2819], [1.2853, 1.0131, -0.9889], [-1.7668, 1.2035, -0.8857], [-0.8383, 0.8744, -0.4144], [-0.1148, 0.1061, 1.5545], [-0.8088, 1.4677, 0.4975]],
  "atomic_forces_ev_per_a": [[3.8, -1.4, 1.9], [-1.8, -1.5, -3.4], [-0.1, -0.7, -0.4], [0.1, 0.0, 0.0], [-0.3, 0.1, 0.0], [-0.1, 0.0, 0.1], [-0.5, -0.3, 0.0], [-2.8, 2.1, 0.6], [0.3, -0.3, 0.1], [0.5, -0.3, -0.3], [0.9, 4.8, 1.1], [0.0, 0.0, 0.0], [0.1, 0.0, 0.1], [0.0, 0.3, -0.1], [-2.0, -1.5, -1.3], [1.8, -0.9, 1.4], [0.2, -0.5, 0.2]],
  "lowdin_charge": [0.097, -0.021, 0.064, 0.126, 0.077, 0.073, 0.089, -0.173, -0.119, 0.077, -0.520, 0.077, 0.050, 0.093, -0.164, 0.086, 0.089],
  "orbital_gap_ev": 10.5,
  "molar_mass_da": 102.1,
  "total_charge": 0,
  "smiles": "CCC(=O)NNC",
  "total_energy_ev": -9335.450,
  "homo_energy_ev": -9.633,
  "lumo_ev": 0.91
}

=====

{
  "formula": "C3H6N2O2",
  "method": "ωB97M-V with the def2-TZVPD basis set",
  "symbols": ["O", "C", "H", "N", "C", "H", "H", "H", "H", "N", "C", "O", "H"],
  "xyz": [[-2.9390, 1.2968, -0.1938], [-0.4855, -1.2782, -0.1536], [1.2976, 2.2885, 0.1751], [-1.1560, -0.0129, -0.0435], [-0.4428, 1.1525, 0.0136], [0.2966, -1.1514, -0.8807], [1.5974, 0.4513, 0.4679], [-0.9864, 2.0775, -0.1449], [-1.1510, -1.9848, -0.4823], [-2.5568, 0.1363, -0.0815], [0.8162, 1.2813, 0.3468], [-3.3004, -0.8368, 0.0111], [-0.0582, -1.5956, 0.8731]],
  "atomic_forces_ev_per_a": [[-0.1, -1.0, 0.1], [1.3, 0.8, 2.6], [-0.8, -1.2, 0.6], [-1.5, -0.2, -0.1], [-0.5, 1.5, 0.3], [0.5, -0.1, -0.2], [-1.6, 1.1, 0.1], [-0.2, -0.5, -0.2], [-1.6, -1.8, -0.7], [-0.4, 0.5, 0.0], [3.9, -0.1, -0.7], [1.6, 0.5, -0.2], [-0.5, 0.4, -1.7]],
  "lowdin_charge": [0.046, -0.019, 0.074, -0.084, -0.205, 0.091, 0.079, 0.116, 0.053, -0.359, -0.001, 0.074, 0.134],
  "orbital_gap_ev": 9.6,
  "molar_mass_da": 102.1,
  "total_charge": 0,
  "smiles": "C=CN(C)[N+](=O)[O-]",
  "total_energy_ev": -10278.940,
  "homo_energy_ev": -9.385,
  "lumo_ev": 0.26
}

=====

{
  "formula": "C33H49F6NO11P",
  "method": "ωB97M-V with the def2-TZVPD basis set",
  "symbols": ["H", "H", "H", "F", "F", "C", "C", "H", "H", "H", "H", "C", "C", "H", "F", "H", "C", "H", "C", "H", "H", "H", "H", "H", "N", "O", "O", "H", "H", "O", "H", "H", "C", "F", "C", "H", "H", "H", "C", "C", "C", "C", "C", "P", "H", "O", "H", "O", "C", "O", "O", "F", "H", "F", "C", "C", "H", "C", "C", "H", "H", "C", "O", "C", "H", "H", "O", "C", "H", "C", "H", "H", "H", "H", "H", "C", "C", "C", "H", "H", "C", "C", "H", "C", "H", "H", "C", "C", "C", "O", "C", "C", "H", "H", "H", "H", "H", "H", "H", "H", "O"],
  "xyz": [[5.4753, -0.3293, -0.5896], [6.6744, -1.7565, -2.2324], [-5.0364, 4.0541, -0.0776], [1.6743, 2.3927, 2.6909], [5.1814, 3.1050, 2.1856], [2.7091, 3.2796, 2.4147], [2.7361, 3.6635, 0.8684], [-5.6368, 3.8184, -4.9466], [-3.6244, -8.5737, 5.5718], [-6.1486, 5.4876, -5.2292], [-1.8382, -4.3465, 4.8886], [-4.4966, 6.5884, -3.8380], [4.1990, 1.3418, 3.4995], [0.0846, 3.4941, 0.9324], [5.5422, 1.1120, 3.8201], [4.8114, -1.7519, 0.2248], [-2.5027, 1.3841, 2.3968], [-5.3397, 4.0534, -1.9034], [3.8357, 0.2908, 2.3985], [-2.6204, 7.3515, -6.8884], [6.5839, -3.9775, -3.3515], [-2.2220, 5.7523, -7.5492], [-0.1452, -4.3779, 5.4307], [-2.7604, 0.5647, 1.6588], [0.3937, 2.9081, 0.1494], [3.6576, 0.5985, 1.2422], [5.9774, -3.5437, -1.4242], [3.4337, -3.2200, -1.0570], [0.6888, -7.3895, 4.0999], [-4.3677, 5.2152, -4.1831], [-3.0967, -6.9741, 4.9771], [-1.3705, -5.3940, 6.2391], [1.7715, 2.8556, -0.0826], [3.5086, 1.1228, 4.6770], [1.3690, 1.2835, -2.0454], [7.1382, -2.1183, -0.5640], [-3.6467, -7.1634, 6.6504], [0.4142, -0.2201, 0.2912], [6.3153, -2.1686, -1.2846], [-3.2015, 3.6440, -1.2752], [3.0388, -2.2367, -1.3259], [-5.2811, 4.8206, -5.2063], [0.2271, -2.2118, 1.2137], [-2.3965, 2.3006, -0.2429], [-2.4829, 5.9647, -5.7945], [4.0669, -1.3203, -1.6662], [-5.0875, 2.4854, -0.9449], [-0.7844, -6.0036, 4.3276], [-0.0202, -7.0780, 4.8733], [3.7102, -1.0449, 2.7474], [-1.7941, -7.9447, 6.2948], [2.3624, 4.4660, 3.0701], [4.9971, -3.1663, -3.2339], [4.3363, 3.6167, 4.1492], [5.6645, -3.8940, -2.7656], [-0.5118, -0.7000, -2.4715], [3.4130, 1.9978, -1.4100], [0.0978, -1.2799, 0.0826], [-0.6677, -3.9928, -0.3254], [-1.1751, -3.3944, -2.4507], [-1.9705, 3.5547, 1.9464], [2.3186, 2.0643, -1.1953], [-0.9778, 0.6412, -2.4468], [-2.6724, 2.7567, 1.5830], [1.7206, 0.6381, -2.8863], [0.6375, -1.8301, 2.1873], [-4.1904, 6.0516, -6.9989], [-4.7729, 3.5637, -1.0610], [-0.0223, -4.3169, 1.8589], [-0.1564, -3.6176, 0.9979], [-5.3853, 6.7323, -3.2167], [-0.9577, -5.0555, -0.4961], [-1.4471, 1.2356, 2.7401], [2.3834, -2.3516, -2.1896], [-3.6147, 6.8797, -3.2676], [-4.6007, 4.7600, -6.5639], [-1.0447, -4.9827, 5.2806], [-0.8007, -3.0459, -1.4583], [-3.7283, 3.1066, 1.7538], [-2.8850, 4.6924, -1.0164], [-0.9041, -8.2616, 5.2300], [-2.8050, 6.2816, -6.7899], [-0.2665, -9.0778, 5.5851], [-0.0663, 1.3861, -1.6913], [-5.3242, 4.3951, -7.3001], [3.0292, -1.3941, 2.1320], [-0.5564, 2.2195, -0.5881], [5.1472, -1.3625, -0.7416], [-3.1056, -7.6481, 5.8373], [3.4311, 4.5064, 0.3930], [-0.3985, -1.6341, -1.2474], [4.1131, 2.8398, 3.0181], [-2.8983, 3.4719, -2.3499], [-4.5644, 7.2258, -4.7228], [-3.2515, 1.2887, 3.2253], [0.5573, -6.7413, 5.7401], [2.4603, -1.8327, -0.4925], [5.1657, -4.8634, -2.7552], [-3.7551, 4.0653, -6.5524], [-1.4545, -8.6224, 4.3559], [-0.2209, -1.1601, -3.5439]],
  "atomic_forces_ev_per_a": [[0.1, 0.0, 0.1], [-0.1, 0.0, 0.0], [0.2, -0.3, -1.2], [1.5, 0.6, -0.4], [-1.9, -0.6, 0.6], [-0.5, 1.9, 0.4], [-0.8, -1.0, -0.9], [0.0, 0.0, 0.0], [-0.1, 0.0, -0.1], [0.1, 0.0, -0.1], [0.0, 0.0, -0.1], [0.0, -0.1, 0.0], [1.6, -1.4, 1.5], [-0.1, -0.3, -0.4], [-1.7, 0.4, -0.6], [0.1, -0.1, -0.1], [-0.3, 0.0, -1.0], [0.8, -0.5, 0.9], [-0.7, -1.8, -1.1], [-0.1, 0.0, -0.1], [0.0, 0.0, -0.1], [0.1, 0.0, 0.0], [0.0, 0.1, 0.1], [0.4, 0.7, 1.0], [1.4, -1.0, -1.2], [0.0, 1.0, 1.0], [-0.2, 0.3, -0.2], [0.0, 0.1, 0.0], [0.0, 0.0, 0.0], [-0.1, 0.2, -0.1], [0.0, 0.0, 0.0], [0.0, 0.0, 0.0], [0.2, -1.5, -1.4], [0.4, 0.6, -2.0], [-0.8, 2.2, 2.9], [0.0, 0.1, 0.0], [0.1, -0.1, 0.0], [-0.4, -1.2, -0.3], [0.0, -0.4, 0.5], [0.0, 0.9, -0.5], [0.1, 0.0, -0.1], [0.3, -0.3, 0.1], [-0.8, -0.8, -2.7], [-1.2, -0.4, 0.2], [0.0, 0.0, 0.0], [-0.1, -0.1, 0.1], [0.2, 1.1, -0.4], [0.0, 0.1, 0.2], [-0.2, -0.1, -0.4], [-0.3, 2.2, 0.6], [-0.1, 0.2, -0.4], [0.3, -1.5, -1.0], [0.0, 0.0, 0.0], [-0.5, -1.3, -1.5], [0.0, -0.1, 0.0], [0.5, -2.0, -1.1], [-1.2, 0.2, 0.5], [-0.4, -0.5, 0.4], [0.4, 1.5, -0.1], [0.4, 0.4, 1.1], [-0.8, -0.6, -0.1], [-2.8, -0.2, 0.2], [1.4, 0.2, 1.9], [0.7, -0.6, 0.5], [-0.4, 0.7, 0.9], [-0.6, -0.5, -1.1], [0.2, -0.2, 0.3], [0.3, -0.5, 0.5], [-0.4, 0.4, -1.1], [0.1, 2.3, -1.4], [0.0, 0.1, 0.0], [0.2, 1.1, 0.1], [-1.0, 0.1, -0.1], [0.0, 0.1, 0.0], [0.0, -0.1, 0.0], [-0.4, 0.4, -0.2], [0.0, 0.0, -0.1], [1.1, 0.7, 2.5], [1.1, -0.1, -0.7], [0.0, -1.0, -0.2], [0.2, 0.0, 0.5], [-0.1, 0.1, -0.1], [0.0, 0.0, -0.1], [1.6, 0.6, 0.2], [0.0, -0.1, 0.1], [0.7, 0.0, 0.1], [1.1, 0.4, -1.0], [0.3, 0.3, -0.4], [0.0, -0.1, 0.1], [-0.2, -0.5, 0.8], [-0.4, -1.5, 2.0], [1.1, 0.7, 1.4], [-0.5, 0.1, 1.1], [0.0, -0.1, 0.0], [1.0, 0.3, -0.5], [-0.1, 0.0, 0.0], [0.0, -0.1, 0.1], [0.1, 0.0, 0.1], [0.0, 0.0, 0.1], [0.0, 0.1, 0.0], [-0.5, 0.7, 0.8]],
  "lowdin_charge": [0.119, 0.129, 0.072, 0.098, 0.140, -0.259, -0.202, 0.124, 0.090, 0.130, 0.087, -0.105, -0.272, 0.160, 0.119, 0.113, -0.167, 0.073, -0.328, 0.092, 0.091, 0.089, 0.084, 0.050, 0.131, 0.132, -0.187, 0.098, 0.123, -0.228, 0.081, 0.087, -0.065, 0.135, 0.124, 0.129, 0.090, 0.094, -0.191, -0.408, -0.095, -0.195, -0.067, 1.041, 0.079, -0.196, 0.071, -0.212, -0.198, 0.125, -0.190, 0.103, 0.082, 0.128, -0.104, -0.388, 0.143, -0.057, -0.037, 0.124, 0.065, 0.088, 0.031, -0.378, 0.149, 0.101, -0.187, -0.156, 0.104, -0.035, 0.089, 0.107, 0.060, 0.094, 0.087, -0.199, -0.114, 0.023, 0.084, 0.084, -0.200, -0.110, 0.127, -0.208, 0.128, 0.114, -0.233, -0.208, -0.109, 0.215, -0.102, -0.270, 0.082, 0.088, 0.078, 0.127, 0.055, 0.091, 0.125, 0.126, 0.158],
  "orbital_gap_ev": 6.0,
  "molar_mass_da": 780.7,
  "total_charge": 1,
  "total_energy_ev": -84607.634,
  "homo_energy_ev": -10.844,
  "lumo_ev": -4.80
}

=====

{
  "formula": "C2H4N2",
  "method": "ωB97M-V with the def2-TZVPD basis set",
  "symbols": ["H", "N", "H", "H", "N", "C", "H", "C"],
  "xyz": [[1.4345, -1.3633, 0.8894], [-0.9140, 0.1611, -1.1498], [1.1759, -0.4313, -1.6955], [0.0993, 0.5653, 2.4047], [0.0986, 0.4048, 1.4034], [0.6840, -0.4629, 0.8100], [-1.2808, 0.3429, -2.0292], [0.2457, -0.2121, -1.1122]],
  "atomic_forces_ev_per_a": [[-1.3, 1.7, 0.9], [-0.5, 0.0, 0.8], [-1.3, 0.3, -0.5], [0.4, -0.5, 0.2], [-1.2, 1.7, 1.8], [1.7, -2.3, -5.8], [-0.9, 0.6, -2.3], [3.2, -1.5, 4.9]],
  "lowdin_charge": [0.096, 0.063, 0.079, 0.056, 0.048, -0.196, 0.019, -0.165],
  "orbital_gap_ev": 9.3,
  "molar_mass_da": 56.1,
  "total_charge": 0,
  "total_energy_ev": -5115.323,
  "homo_energy_ev": -7.960,
  "lumo_ev": 1.30
}